Entry 1:
Entry from OMol25: the ion C10H16FN3 with charge +2 at a distorted geometry (ωB97M-V/def2-TZVPD).

Geometry (Å):
C1 0.05247 -0.30063 3.62932
C2 0.80502 0.78329 3.56275
C3 -0.50486 -0.64573 -0.16980
C4 -0.10085 0.34470 -0.91135
C5 -0.62216 -0.89590 2.33685
C6 -0.41545 0.91703 -2.23522
C7 0.98555 1.42174 2.24493
C8 0.25606 -0.82555 1.09451
C9 -1.34938 -1.14350 -3.39851
C10 1.23165 0.37591 1.09756
N1 -1.45306 0.08600 -2.88612
N2 1.12760 0.99009 -0.27108
N3 -0.27640 -1.76693 -3.73087
F1 1.93892 2.34513 2.30576
H1 0.11046 -0.78966 4.55508
H2 1.13633 1.20071 4.52391
H3 -0.95549 -1.95284 2.60144
H4 -1.60376 -0.40793 2.44326
H5 -0.83678 2.05050 -2.26392
H6 0.49983 0.93840 -2.82379
H7 -0.02302 2.00380 1.93235
H8 0.67637 -1.74425 1.07194
H9 -2.39192 -1.66154 -3.71754
H10 2.25307 0.08764 1.23307
H11 -2.34168 0.59429 -2.93533
H12 1.97297 0.93581 -0.78593
H13 1.11278 1.98001 -0.11228
H14 0.65112 -1.26601 -3.73930
H15 -0.53093 -2.46376 -4.37869
H16 -1.40445 -1.19083 -0.27302

Summary:
relative energy (zero: lowest compared OMol25 entry of this formula, charge and spin)	0.00	kcal per mole
electronic energy	-654.09187	a.u.
SMILES	[NH2+]=CNCC1=C[C@@H]2CC=C[C@@H](F)[C@@H]2[NH2+]1
net charge	+2

Charge distribution, Löwdin scheme, values in e: C -0.036; C -0.033; C 0.064; C -0.156; C -0.100; C -0.091; C -0.329; C -0.199; C -0.138; C -0.099; N 0.060; N 0.180; N 0.219; F 0.066; H 0.105; H 0.147; H 0.148; H 0.133; H 0.209; H 0.127; H 0.207; H 0.127; H 0.233; H 0.169; H 0.177; H 0.177; H 0.174; H 0.183; H 0.131; H 0.143



Entry 2:
Entry from OMol25: a structure of composition C40H66N4O16S5Zn at a distorted geometry (ωB97M-V/def2-TZVPD).

Geometry (Å):
Zn1 -0.78900 4.58301 1.91933
C1 0.85472 1.33875 1.13857
C2 1.03475 -0.09625 1.28017
C3 0.10290 -1.09176 0.47557
O1 0.39417 -2.27352 0.45612
C4 -1.07037 -0.48358 -0.12568
C5 -1.27048 0.88933 -0.15707
C6 -0.28066 1.77320 0.51473
O2 -0.50090 3.05600 0.61685
O3 -2.21786 1.39650 -0.81743
O4 1.98846 -0.54357 1.90479
H1 1.55177 1.94679 1.69565
H2 -1.74149 -1.15268 -0.64822
C7 -0.64051 -5.16786 0.64582
C8 -1.46337 -6.27331 1.27820
O5 -1.10559 -6.84245 2.28349
C9 -2.71660 -6.68640 0.54482
H3 0.28094 -5.06387 1.21901
H4 -1.12063 -4.18842 0.62966
H5 -0.37608 -5.47918 -0.36798
H6 -3.24619 -7.26759 1.29740
H7 -2.39634 -7.32025 -0.28830
H8 -3.22198 -5.88432 0.01150
C10 -1.85987 1.38202 -3.58817
C11 -0.51293 0.71801 -3.41190
O6 -0.07544 -0.02254 -4.26288
C12 0.34963 1.17091 -2.26287
H9 -2.49098 1.57981 -2.72155
H10 -2.46557 0.66461 -4.14781
H11 -1.72876 2.29574 -4.16983
H12 1.38889 1.21835 -2.58825
H13 0.26084 0.50192 -1.40460
H14 0.02877 2.16946 -1.95624
C13 -2.19499 -1.91850 3.10117
C14 -2.85085 -0.73885 3.66863
N1 -3.37149 0.20342 4.06774
H15 -2.75302 -2.80591 3.39366
H16 -1.16071 -1.95609 3.43491
H17 -2.22351 -1.80906 2.01605
C15 1.03142 -3.22967 3.83073
C16 2.31842 -2.89683 4.42109
N2 3.32214 -2.56709 4.87189
H18 0.69216 -2.33905 3.30136
H19 0.27383 -3.50967 4.56076
H20 1.23172 -4.05718 3.14926
C17 3.95639 -2.51866 0.94124
C18 3.33982 -3.85331 1.10500
N3 2.89947 -4.90774 1.21446
H21 3.88265 -1.99838 1.88771
H22 3.34077 -2.00516 0.20216
H23 4.92414 -2.67031 0.46701
C19 5.15538 0.22804 2.97255
C20 4.86540 1.53813 3.56191
N4 4.64266 2.57356 4.01013
H24 6.23795 0.09612 2.94399
H25 4.73888 0.14248 1.97433
H26 4.79206 -0.52653 3.67235
C21 3.44396 3.47281 -0.14880
C22 3.39506 4.53004 -1.27440
C23 2.26535 5.50783 -0.86595
S1 2.31631 5.61703 0.98353
O7 0.98645 5.23614 1.45361
O8 2.94028 6.84906 1.41593
C24 3.42152 4.21138 1.16149
H27 4.19473 2.68866 -0.21700
H28 2.50789 2.91680 -0.28770
H29 3.14683 4.05253 -2.21884
H30 4.39300 4.97157 -1.30052
H31 1.34753 4.93395 -1.02139
H32 2.23602 6.46825 -1.36985
H33 3.05348 3.71807 2.06278
H34 4.38276 4.65788 1.42217
C25 1.62847 1.48395 6.06131
C26 1.03861 0.67338 4.90026
C27 -0.32218 1.28271 4.61275
S2 -0.17609 3.08218 4.93902
O9 -1.20052 3.50296 5.86033
O10 -0.18585 3.64894 3.57105
C28 1.53428 2.95627 5.65757
H35 2.64091 1.13989 6.25816
H36 0.95877 1.26306 6.89669
H37 0.95075 -0.37016 5.20062
H38 1.70584 0.72295 4.03648
H39 -1.00564 0.91118 5.37717
H40 -0.73689 1.10472 3.62449
H41 1.77811 3.73017 6.37915
H42 2.18347 3.10319 4.78929
C29 -3.41682 -2.57578 -2.73703
C30 -4.82828 -3.05376 -2.95973
C31 -4.75213 -4.35303 -3.77379
S3 -3.11426 -5.08912 -3.42894
O11 -2.39560 -5.08074 -4.68479
O12 -3.25274 -6.32510 -2.66905
C32 -2.57529 -3.76480 -2.30713
H43 -3.45506 -1.80236 -1.96364
H44 -2.98285 -2.04177 -3.58613
H45 -5.44390 -2.27632 -3.41289
H46 -5.33530 -3.25020 -2.01173
H47 -4.75849 -4.21739 -4.85407
H48 -5.46788 -5.13632 -3.53064
H49 -1.48655 -3.80508 -2.27292
H50 -2.88307 -4.08793 -1.30974
C33 -1.85800 5.12104 -3.03276
C34 -1.41490 6.52211 -2.55112
C35 -2.51562 6.97883 -1.58879
S4 -2.79491 5.53291 -0.56003
O13 -4.20438 5.35432 -0.29906
O14 -1.86255 5.58809 0.57419
C36 -2.23999 4.29831 -1.80324
H51 -1.05304 4.65054 -3.59482
H52 -2.72377 5.26412 -3.67917
H53 -1.33354 7.14002 -3.44540
H54 -0.43015 6.53689 -2.08310
H55 -3.44860 7.20868 -2.10186
H56 -2.27376 7.84671 -0.97698
H57 -3.04815 3.58814 -1.94698
H58 -1.40049 3.76054 -1.35797
C37 -0.12922 -2.54550 -4.64487
C38 0.30467 -1.96290 -3.29351
C39 1.17333 -2.97714 -2.55437
S5 1.53048 -4.40236 -3.68766
O15 0.63137 -5.48885 -3.35735
O16 2.95778 -4.59795 -3.82448
C40 0.96495 -3.44227 -5.13603
H59 -0.35906 -1.83149 -5.43645
H60 -1.03390 -3.14333 -4.49417
H61 -0.54695 -1.60001 -2.71688
H62 0.88104 -1.05513 -3.49507
H63 0.74010 -3.37972 -1.63833
H64 2.10981 -2.52929 -2.22466
H65 0.81112 -4.13209 -5.96183
H66 1.85640 -2.83158 -5.30745

Summary:
relative energy (zero: lowest compared OMol25 entry of this formula, charge and spin)	72.61	kcal per mole
electronic energy	-6756.69394	a.u.
net charge	0

Results of the Löwdin charge analysis, in e, for atoms 1 through 99: Zn 0.831; C 0.009; C -0.304; C -0.356; O 0.024; C -0.022; C -0.427; C -0.339; O -0.156; O -0.033; O 0.012; H 0.102; H 0.100; C -0.025; C -0.495; O 0.058; C -0.020; H 0.042; H 0.060; H 0.091; H 0.084; H 0.090; H 0.055; C 0.003; C -0.428; O -0.021; C 0.005; H 0.049; H 0.087; H 0.083; H 0.102; H 0.061; H 0.078; C -0.036; C -0.271; N 0.144; H 0.094; H 0.043; H 0.072; C -0.058; C -0.278; N 0.137; H 0.041; H 0.091; H 0.067; C -0.059; C -0.257; N 0.154; H 0.030; H 0.067; H 0.087; C -0.054; C -0.249; N 0.140; H 0.091; H 0.067; H 0.066; C -0.206; C -0.183; C -0.174; S 0.771; O -0.371; O -0.287; C -0.219; H 0.129; H 0.097; H 0.117; H 0.119; H 0.087; H 0.106; H 0.078; H 0.116; C -0.200; C -0.216; C -0.205; S 0.795; O -0.286; O -0.384; C -0.171; H 0.123; H 0.123; H 0.113; H 0.094; H 0.101; H 0.086; H 0.111; H 0.069; C -0.236; C -0.211; C -0.201; S 0.697; O -0.321; O -0.333; C -0.210; H 0.109; H 0.114; H 0.117; H 0.119; H 0.098



Entry 3:
Entry from OMol25: a structure of composition C6H12N2 at a distorted geometry (ωB97M-V/def2-TZVPD).

Geometry (Å):
C1 0.30439 -1.23110 -1.56405
C2 1.21334 1.68372 0.91001
N1 0.36133 -0.60054 -0.24930
C3 -0.63948 -0.68869 0.58910
C4 0.52160 1.15234 -0.29493
N2 -0.45748 -2.50998 0.81348
C5 -1.62699 -0.08905 1.22301
C6 0.17027 1.82301 -1.37672
H1 0.28233 -2.58354 1.50816
H2 -1.35288 -2.76921 1.22160
H3 1.07764 -0.77514 -2.18207
H4 0.49309 -2.29106 -1.42186
H5 -0.66205 -1.10688 -2.05958
H6 1.21158 2.77673 0.91517
H7 0.74585 1.33403 1.82944
H8 2.25312 1.35214 0.91034
H9 -1.90827 0.92446 0.99260
H10 -2.17323 -0.61160 1.99129
H11 -0.35850 1.38260 -2.20892
H12 0.54433 2.82777 -1.54679

Summary:
relative energy (zero: lowest compared OMol25 entry of this formula, charge and spin)	96.59	kcal per mole
electronic energy	-345.17394	a.u.
net charge	0

Charge distribution, Löwdin scheme, values in e: C -0.088; C -0.069; N -0.076; C -0.348; C -0.246; N 0.029; C 0.025; C 0.036; H 0.017; H 0.008; H 0.083; H 0.069; H 0.086; H 0.084; H 0.073; H 0.084; H 0.056; H 0.051; H 0.058; H 0.069



Number 1: E_LUMO -6.92 eV, gap between HOMO and LUMO 0.3212 Eh, HOMO level -15.7 eV. Number 2: E_LUMO -1.16 eV, gap between HOMO and LUMO 0.2425 Eh, HOMO level -7.8 eV. Number 3: E_LUMO 0.97 eV, gap between HOMO and LUMO 0.3479 Eh, HOMO level -8.5 eV.